Here is a structure of composition C35H37Cl3CsGeN10O2S at a distorted geometry from the OMol25 dataset. Energies are from ωB97M-V with the def2-TZVPD basis set.

Output
HOMO level (spin up / spin down): -0.2829 / -0.2829 hartree
LUMO level (spin up / spin down): 0.0 / -0.5 eV
expectation value of S²: 0.753
DFT total energy: -5929.862126 Eh
2S+1: 2
energy relative to the best compared isomer or geometry (same formula, charge and spin): 39.2 kcal per mole
HOMO-LUMO gap (spin up / spin down): 7.71 / 7.24 eV

Each line ends with the Mulliken charge.
CARTESIAN COORDINATES (ANGSTROEM)
Cs: 0.619 -0.203 -0.352  1.217
C: 3.575 1.155 -2.182  -1.059
C: 2.747 0.484 -3.304  -1.026
C: 2.635 -1.021 -3.170  0.376
C: 3.650 -1.860 -3.624  -0.638
C: 3.483 -3.231 -3.525  -0.556
C: 2.308 -3.731 -2.982  -1.103
C: 1.357 -2.827 -2.540  -0.310
N: 1.518 -1.502 -2.624  0.107
N: 2.761 1.748 -1.105  1.130
C: 2.184 3.005 -1.578  -1.537
C: 1.312 3.826 -0.627  0.757
C: 0.769 5.013 -1.125  -0.865
C: 0.094 5.856 -0.269  -0.456
C: -0.029 5.499 1.069  -0.728
C: 0.494 4.286 1.466  -0.408
N: 1.143 3.455 0.637  0.223
C: 3.584 1.950 0.091  -1.279
C: 4.023 0.668 0.778  0.857
C: 4.955 0.749 1.808  -1.048
C: 5.323 -0.405 2.474  -0.507
C: 4.768 -1.615 2.083  -0.797
C: 3.866 -1.606 1.037  -0.590
N: 3.484 -0.490 0.398  0.414
H: 4.223 1.931 -2.616  0.431
H: 4.228 0.409 -1.737  0.551
H: 3.216 0.706 -4.264  0.403
H: 1.734 0.896 -3.334  0.282
H: 4.547 -1.438 -4.060  0.488
H: 4.254 -3.904 -3.881  0.411
H: 2.129 -4.795 -2.900  0.484
H: 0.418 -3.167 -2.106  0.594
H: 1.583 2.797 -2.466  0.431
H: 2.988 3.684 -1.908  0.384
H: 0.897 5.269 -2.171  0.495
H: -0.319 6.790 -0.633  0.426
H: -0.525 6.145 1.783  0.498
H: 0.398 3.949 2.494  0.329
H: 2.993 2.504 0.808  0.325
H: 4.477 2.556 -0.136  0.315
H: 5.381 1.709 2.076  0.485
H: 6.040 -0.363 3.285  0.403
H: 5.029 -2.545 2.572  0.498
H: 3.418 -2.528 0.681  0.398
C: -5.029 -0.863 -1.209  -1.754
C: -3.790 -0.037 -1.371  0.218
N: -2.788 -0.351 -2.083  -0.251
N: -2.843 -1.624 -2.592  0.127
C: -1.978 -1.992 -3.585  0.108
N: -1.778 -3.346 -3.574  -0.474
S: -1.349 -0.970 -4.727  -0.330
C: -3.634 1.263 -0.641  0.464
C: -4.607 2.248 -0.632  -0.341
C: -4.361 3.404 0.092  -0.885
C: -3.171 3.515 0.797  -0.733
C: -2.273 2.456 0.747  -0.661
N: -2.504 1.347 0.046  0.574
H: -5.342 -1.283 -2.167  0.449
H: -5.849 -0.278 -0.792  0.475
H: -4.836 -1.696 -0.523  0.318
H: -3.251 -2.349 -2.017  0.180
H: -1.773 -3.824 -2.685  0.247
H: -1.123 -3.674 -4.265  0.271
H: -5.525 2.122 -1.194  0.532
H: -5.094 4.203 0.108  0.409
H: -2.942 4.400 1.378  0.570
H: -1.341 2.482 1.303  0.652
Cl: -2.037 -3.166 3.216  -0.418
Ge: -1.589 -1.944 1.364  1.064
Cl: -2.755 -3.420 -0.046  -0.562
Cl: 0.579 -2.917 0.856  -0.365
C: 1.531 -2.725 4.099  -0.601
O: 1.678 -1.383 3.571  -0.173
C: 0.736 -0.933 2.768  -0.068
O: 0.754 0.105 2.203  -0.424
H: 1.929 -2.681 5.106  0.306
H: 2.116 -3.397 3.478  0.242
H: 0.489 -3.026 4.096  0.185
N: -7.094 1.425 1.822  -0.585
C: -6.065 1.409 2.336  -0.019
C: -4.756 1.380 2.964  0.335
C: -4.323 2.424 3.768  -0.402
C: -3.050 2.362 4.300  -0.686
C: -2.257 1.266 3.988  -0.405
N: -2.669 0.255 3.223  -0.156
C: -3.902 0.309 2.734  -0.228
H: -4.975 3.266 3.960  0.508
H: -2.674 3.148 4.942  0.442
H: -1.241 1.196 4.366  0.477
H: -4.232 -0.527 2.121  0.563


Here is a structure of composition C35H37CrIP2 at a distorted geometry from the OMol25 dataset. Energies are from ωB97M-V with the def2-TZVPD basis set.

Output
HOMO level (spin up / spin down): -0.2413 / -0.2419 hartree
LUMO level (spin up / spin down): -0.5 / -0.4 eV
expectation value of S²: 6.160
DFT total energy: -3380.470511 Eh
2S+1: 5
energy relative to the best compared isomer or geometry (same formula, charge and spin): 96.5 kcal per mole
HOMO-LUMO gap (spin up / spin down): 6.06 / 6.20 eV

Each line ends with the Mulliken charge.
CARTESIAN COORDINATES (ANGSTROEM)
Cr: 0.720 -0.448 -4.635  0.156
C: -1.212 -0.001 -0.446  -0.940
C: -2.067 -0.337 -1.418  -0.041
C: -2.784 0.589 -2.337  -1.486
C: -2.051 1.703 -3.133  -0.268
C: -0.913 2.490 -2.593  -0.822
C: -0.683 2.844 -1.303  -0.275
C: -1.600 2.586 -0.175  -0.662
C: -1.548 1.147 0.419  -0.618
C: 2.162 -1.699 -4.271  -1.354
H: -0.389 -0.639 -0.099  0.683
H: -2.277 -1.373 -1.640  0.375
H: -3.480 1.125 -1.716  0.720
H: -3.403 -0.011 -3.044  0.522
H: -1.832 1.316 -4.115  0.223
H: -2.803 2.406 -3.434  0.393
H: -0.150 2.618 -3.356  0.646
H: 0.274 3.336 -1.072  0.361
H: -2.643 2.706 -0.535  0.328
H: -1.355 3.322 0.629  0.357
H: -0.943 1.175 1.321  0.378
H: -2.553 0.965 0.843  0.265
H: 2.091 -2.366 -3.430  0.323
H: 2.919 -0.892 -4.150  0.406
H: 2.003 -2.130 -5.283  0.338
P: 0.075 -1.740 -8.609  0.493
P: 1.548 0.578 -8.432  0.421
C: -0.906 -0.286 -9.078  -0.350
C: -0.150 0.837 -9.072  -0.823
C: -0.564 -3.040 -9.859  0.110
C: -1.711 -2.879 -10.649  -0.094
C: -2.165 -3.918 -11.464  -0.630
C: -1.426 -5.109 -11.548  -0.444
C: -0.282 -5.292 -10.751  -0.639
C: 0.139 -4.254 -9.918  -0.232
C: -0.833 -2.228 -7.117  0.428
C: -0.729 -1.427 -5.955  0.587
C: -1.658 -1.540 -4.910  0.455
C: -2.590 -2.577 -4.949  -0.599
C: -2.646 -3.441 -6.057  -0.990
C: -1.790 -3.244 -7.137  -0.463
C: 2.424 1.006 -10.028  0.505
C: 2.297 0.053 -11.057  -0.459
C: 2.677 0.402 -12.356  -0.507
C: 3.357 1.599 -12.612  -0.588
C: 3.632 2.444 -11.536  -0.461
C: 3.216 2.145 -10.243  -0.652
C: 1.856 2.075 -7.472  0.642
C: 3.088 2.128 -6.810  -0.502
C: 3.422 3.266 -6.067  -0.691
C: 2.492 4.306 -5.927  -0.435
C: 1.236 4.230 -6.575  -0.707
C: 0.914 3.109 -7.332  -0.239
H: -1.996 -0.362 -9.191  0.592
H: -0.448 1.787 -9.523  0.781
H: -2.245 -1.936 -10.645  0.275
H: -3.086 -3.774 -12.031  0.397
H: -1.702 -5.855 -12.298  0.356
H: 0.275 -6.230 -10.800  0.397
H: 1.017 -4.397 -9.296  0.387
H: 0.166 -0.660 -6.032  0.107
H: -1.780 -0.761 -4.125  -0.746
H: -3.265 -2.709 -4.116  0.455
H: -3.362 -4.271 -6.071  0.392
H: -1.863 -3.867 -8.024  0.290
H: 1.809 -0.902 -10.850  0.293
H: 2.450 -0.273 -13.187  0.367
H: 3.703 1.822 -13.628  0.362
H: 4.178 3.364 -11.736  0.369
H: 3.459 2.839 -9.446  0.303
H: 3.794 1.306 -6.884  0.460
H: 4.406 3.347 -5.589  0.413
H: 2.715 5.168 -5.283  0.367
H: 0.511 5.046 -6.470  0.379
H: -0.057 3.031 -7.827  0.338
I: 1.434 0.422 -1.774  -0.483


Here is a structure of composition C35H37GeIrNO6P2S2 at a distorted geometry from the OMol25 dataset. Energies are from ωB97M-V with the def2-TZVPD basis set.

Output
HOMO level (spin up / spin down): -0.0944 / -0.2072 hartree
LUMO level (spin up / spin down): 2.5 / 2.3 eV
total charge: -1
expectation value of S²: 6.034
DFT total energy: -5522.432607 Eh
2S+1: 5
energy relative to the best compared isomer or geometry (same formula, charge and spin): 15.9 kcal per mole
HOMO-LUMO gap (spin up / spin down): 5.09 / 7.89 eV

Each line ends with the Mulliken charge.
CARTESIAN COORDINATES (ANGSTROEM)
Ir: 0.078 0.868 -0.550  2.934
C: -0.777 -2.046 2.722  -1.521
N: -0.449 -1.129 1.635  0.914
P: 0.975 -1.188 0.657  0.448
C: 1.174 -2.973 0.485  0.293
C: 0.103 -3.708 -0.054  -0.477
C: 0.237 -5.052 -0.341  -0.741
C: 1.452 -5.697 -0.132  -0.601
C: 2.533 -4.968 0.349  -0.645
C: 2.403 -3.623 0.647  -0.892
C: 2.378 -0.730 1.736  0.501
C: 3.383 0.047 1.165  -0.460
C: 4.498 0.411 1.907  -0.628
C: 4.616 -0.002 3.227  -0.513
C: 3.616 -0.772 3.806  -0.814
C: 2.501 -1.134 3.066  -0.121
P: -1.309 0.337 1.398  -0.173
C: -1.603 0.802 3.133  0.558
C: -0.475 1.209 3.857  -0.394
C: -0.587 1.612 5.174  -0.718
C: -1.832 1.639 5.793  -0.575
C: -2.959 1.255 5.079  -0.663
C: -2.849 0.841 3.760  -0.505
C: -2.978 -0.080 0.802  1.042
C: -3.409 -1.368 0.508  -0.340
C: -4.652 -1.577 -0.072  -0.690
C: -5.471 -0.498 -0.373  -0.533
C: -5.043 0.793 -0.093  -0.838
C: -3.803 1.002 0.486  -0.491
H: -0.225 -2.976 2.594  0.573
H: -1.846 -2.277 2.708  0.333
H: -0.545 -1.621 3.702  0.278
H: -0.827 -3.186 -0.247  0.415
H: -0.606 -5.605 -0.738  0.424
H: 1.557 -6.750 -0.359  0.363
H: 3.487 -5.462 0.489  0.388
H: 3.254 -3.065 1.021  0.439
H: 3.288 0.378 0.139  0.103
H: 5.266 1.026 1.456  0.428
H: 5.488 0.280 3.806  0.345
H: 3.709 -1.092 4.837  0.394
H: 1.720 -1.732 3.518  0.365
H: 0.492 1.201 3.362  0.417
H: 0.295 1.920 5.722  0.433
H: -1.925 1.962 6.822  0.371
H: -3.932 1.270 5.555  0.408
H: -3.732 0.531 3.215  0.319
H: -2.762 -2.210 0.722  0.006
H: -4.976 -2.585 -0.300  0.401
H: -6.433 -0.663 -0.842  0.366
H: -5.669 1.639 -0.349  0.414
H: -3.450 2.012 0.666  0.504
O: -0.983 3.049 -0.047  -0.684
S: -1.379 3.205 -1.444  1.696
O: -2.608 3.949 -1.612  -0.762
O: -1.380 1.912 -2.151  -0.646
C: -0.107 4.164 -2.291  -0.469
C: -0.605 5.133 -3.156  -0.653
C: 0.245 5.898 -3.933  -0.521
C: 1.615 5.710 -3.840  -0.573
C: 2.120 4.747 -2.984  -0.656
C: 1.272 3.959 -2.209  -0.187
S: 2.138 2.625 -1.340  1.271
O: 1.648 2.452 0.036  -0.742
O: 3.536 2.993 -1.382  -0.727
O: 1.819 1.436 -2.145  -0.657
H: -1.678 5.259 -3.187  0.532
H: -0.164 6.637 -4.610  0.382
H: 2.295 6.307 -4.434  0.373
H: 3.182 4.568 -2.892  0.541
C: 2.149 -1.842 -2.911  -1.004
Ge: 0.308 -1.214 -3.255  0.853
C: 0.356 0.140 -4.699  -1.363
C: -0.726 -2.774 -3.961  -1.412
C: -0.586 -0.760 -1.596  -1.183
H: 2.633 -2.181 -3.828  0.480
H: 2.147 -2.659 -2.187  0.191
H: 2.715 -1.005 -2.500  0.222
H: 0.419 -0.342 -5.675  0.422
H: 1.226 0.772 -4.537  0.342
H: -0.538 0.762 -4.651  0.361
H: -0.278 -3.179 -4.872  0.402
H: -1.753 -2.476 -4.186  0.375
H: -0.754 -3.563 -3.207  0.290
H: -1.662 -0.946 -1.589  0.661